Entry 1:
The following is a DFT calculation (ωB97M-V with the def2-TZVPD basis set) of one molecule with the formula CH3NO3S in a non-equilibrium geometry.

## Properties
Strongest force on any atom (eV/Å): 9.19
ΔE to the lowest compared entry with this formula, charge and spin (kcal/mol): 52.4
Calculated total energy (eV): -19546.975
Spin multiplicity: 3

Cartesian coordinates (Å):
C: 0.44801 -0.10442 -0.24677
O: -0.16799 -1.04012 -0.64552
N: 1.60867 -0.30990 0.44388
H: 2.11226 0.16726 1.12042
O: -1.80449 -0.60689 0.21731
O: -0.04782 1.12047 -0.28136
H: 1.82349 -1.26241 0.16541
S: -1.76879 0.82955 0.26549
H: -2.20334 1.20646 -1.03885

=====

Entry 2:
The following is a DFT calculation (ωB97M-V with the def2-TZVPD basis set) of a 8-piece molecular cluster, C24H44N4O4 overall in a non-equilibrium geometry.

## Properties
SMILES: C1CCOC1.C1CCOC1.C1CCOC1.C1CCOC1.CC#N.CC#N.CC#N.CC#N
Strongest force on any atom (eV/Å): 3.73
ΔE to the lowest compared entry with this formula, charge and spin (kcal/mol): 23.3
Calculated total energy (eV): -39746.325

Cartesian coordinates (Å):
C: 0.76655 5.01733 -2.14785
H: 0.24755 -0.49837 -5.05419
H: 0.17104 -2.91850 -4.82425
O: -1.44208 4.27649 -1.93915
C: 6.85639 1.53559 3.06162
C: 0.39239 -2.86607 3.88454
H: -2.82203 -7.70979 1.60773
H: -5.28692 -1.59228 -0.92600
C: -1.03398 3.94055 -3.22678
H: 7.91841 1.56629 2.81817
H: -5.06330 -3.35427 -2.65507
H: -7.09940 -0.10528 -2.87974
C: -5.96781 -1.46964 -1.76829
N: 0.59823 0.89808 1.83522
H: 1.44763 4.24974 -1.78040
H: 1.21049 1.73113 7.79881
H: -0.44381 -3.72352 -7.43628
H: -0.19011 5.60857 -4.09668
H: 0.76010 4.15832 -4.30769
H: 6.67536 0.94826 3.96184
H: 2.29880 0.47952 8.41281
H: 1.77244 0.00133 -0.91958
C: -2.03827 -5.93608 1.00826
H: 1.74776 -0.92581 -5.92829
H: -5.46097 0.31052 -4.39054
C: 0.74780 -0.16727 -0.58824
H: -6.47997 -2.93933 -3.42844
H: -6.86915 -1.74407 -1.22023
N: -0.84043 -2.18250 6.08093
H: 1.31343 5.95877 -2.09583
O: 4.34358 1.33479 6.93710
H: 0.54530 -3.94527 3.89147
N: 5.61090 0.72000 0.89032
O: -4.89220 -1.63627 -3.84559
C: -0.08149 -0.63575 -7.02394
C: 0.67756 0.43378 0.78010
H: -1.88425 4.12928 -3.88216
H: -0.95606 -0.00493 -6.86486
C: 3.15312 2.43504 8.59725
C: -2.02844 -7.03425 1.92705
N: -2.07944 -5.05847 0.24085
C: 0.23043 4.75499 -3.56503
H: -1.61328 -2.82131 -6.39488
H: -0.26614 4.94194 -0.26003
C: -0.54963 5.20619 -1.27881
C: -5.01881 -0.20379 -3.53727
H: -4.10922 0.28891 -3.19377
H: -1.09397 -7.58858 1.84003
H: -0.71402 2.89867 -3.21272
H: 6.58920 2.57541 3.24996
H: -0.20871 -2.51491 3.04582
C: 4.55074 2.24612 8.05493
O: -0.39445 -1.77124 -7.82449
C: -0.62350 -2.82142 -6.85143
H: 1.36395 -2.37205 3.89555
H: -6.04275 0.77068 -1.74190
C: 6.21678 1.02968 1.83768
H: -0.94516 6.21973 -1.21258
C: 0.68152 -1.12951 -5.82971
H: -2.21702 -6.69069 2.94415
C: -5.62017 -2.46624 -2.95408
H: 2.96531 3.50224 8.47928
C: 0.49161 -2.59354 -5.81407
H: 2.76225 0.27877 6.18322
C: 3.01823 1.24159 6.62543
H: 1.28561 -3.23554 -6.19551
C: 2.25681 1.45008 7.91849
H: 2.62932 1.95688 5.90073
H: 4.94353 3.17129 7.63317
C: -0.33523 -2.49719 5.07152
H: 0.51305 -1.22272 -0.45033
H: 0.65533 -0.09075 -7.61399
H: 0.10201 0.39584 -1.26200
H: 3.18806 2.23294 9.66778
H: 5.12336 1.64904 8.76466
C: -6.10974 -0.07704 -2.42380

=====

Entry 3:
The following is a DFT calculation (ωB97M-V with the def2-TZVPD basis set) of one molecule with the formula C10H16N4O4 in a non-equilibrium geometry.

## Properties
SMILES: C[C@@H](O)[C@H](N)C(=O)N[C@@H](Cc1c[nH]cn1)C(=O)O
Strongest force on any atom (eV/Å): 2.72
ΔE to the lowest compared entry with this formula, charge and spin (kcal/mol): 32.0
Calculated total energy (eV): -24780.263

Cartesian coordinates (Å):
C: 1.11305 1.13419 0.83659
C: 1.40794 2.65120 -1.89522
N: -1.90071 -1.42679 -0.48478
C: -0.60227 -1.96388 -0.39657
H: 1.08596 2.00789 -2.72522
H: 0.16002 0.65741 -1.03777
N: 1.07954 0.00581 1.64387
H: -1.57146 0.43220 0.51733
C: 0.39907 -1.76820 3.17886
H: 2.38595 2.30346 -1.52266
O: 1.99807 1.95658 1.09789
H: 1.54244 3.61772 -2.38348
N: -1.27226 1.38085 0.35037
C: 0.13454 -2.27072 0.84904
O: -0.36610 -2.59553 3.61836
H: -3.09841 -1.06036 -2.17768
C: 0.28813 2.77534 -0.91742
C: -2.19679 -1.47830 -1.75715
H: -1.18202 -2.09952 -3.51367
C: 0.15622 -1.09667 1.83456
H: -1.37392 3.72457 -0.95567
H: 0.52583 3.46579 -0.11053
N: -1.21821 -2.02226 -2.53785
H: 0.68037 -2.83177 -2.01740
H: -1.91543 1.72511 -0.44555
C: 0.05803 1.39872 -0.21588
H: 1.96374 -0.14481 2.10043
H: 1.40877 -1.69894 4.72047
H: -0.88003 -0.78957 1.82237
O: -0.83787 3.23869 -1.63281
H: -0.39274 -3.14077 1.30302
C: -0.19580 -2.31592 -1.65486
H: 1.18990 -2.56713 0.64170
O: 1.42648 -1.20440 3.86729

=====

Entry 4:
The following is a DFT calculation (ωB97M-V with the def2-TZVPD basis set) of C32H16BrClF5IN4O8PbSSe as an isolated structure.

## Properties
Total charge: -2
Strongest force on any atom (eV/Å): 0.86
ΔE to the lowest compared entry with this formula, charge and spin (kcal/mol): 11.6
Calculated total energy (eV): -241467.346

Cartesian coordinates (Å):
C: 0.77796 -4.21813 1.74070
H: 6.47247 2.22793 3.75823
O: -3.27586 2.27881 -1.17594
H: -3.92828 2.36984 0.92724
C: -0.97002 5.96687 -2.64616
O: -5.76518 -2.69909 -4.39155
C: 3.99566 1.42607 0.91730
C: 4.42952 1.89736 3.22361
F: -0.04199 -3.87704 0.72505
H: 5.69659 1.38849 -0.37382
F: 2.09317 -7.25663 3.24293
C: -1.80538 4.85860 -2.74399
O: 1.27786 1.78091 -0.79445
C: 6.24892 1.79701 1.66169
C: 0.76063 4.63897 -1.59467
C: -3.36901 -0.03628 3.21053
H: -1.45115 -0.35625 4.13816
C: -1.33016 3.65743 -2.25317
H: -1.30641 6.92507 -3.02445
N: -4.70064 -2.49078 -4.96306
F: 2.80100 -2.72096 4.32286
O: -4.58794 -2.54045 -6.18320
O: -0.13307 -1.65104 -1.97956
N: 2.79122 -1.42407 -0.43694
C: -2.08289 1.97244 1.94458
S: -2.13743 2.08062 -2.04461
H: 1.73621 4.53459 -1.13635
O: 1.10508 -1.93343 2.29563
C: 5.34979 1.52976 0.64140
O: -2.01434 -1.45448 0.30798
H: 7.31139 1.84873 1.45771
C: 1.34516 -3.18136 2.50548
C: 0.29248 5.86247 -2.06179
H: -5.11946 0.51097 2.10265
C: -2.29754 -1.93143 -4.81283
H: -0.22602 -1.52448 -4.52427
F: 3.27813 -5.33065 4.77450
C: 0.17452 2.13561 -1.22064
N: -0.91868 1.35392 -1.28084
C: -3.53598 -2.18138 -4.17922
C: -4.07997 0.73070 2.30741
H: -2.26109 -1.91230 -5.89308
C: 1.02626 -5.55636 1.96931
C: -1.20796 -1.73541 -2.62027
C: -2.51246 -1.89004 -2.01366
O: -2.40576 1.49017 -3.32839
C: -3.42502 1.76441 1.66637
H: -2.79341 4.93345 -3.18112
C: -2.77514 -1.77938 -0.58527
C: 1.86132 -5.94765 2.99713
F: 0.45202 -6.49421 1.19254
H: -4.58887 -2.30788 -2.34265
C: 3.89330 -1.74754 -0.62869
C: 2.45151 -4.96701 3.77347
H: -1.52330 2.76026 1.45190
H: 0.90580 6.74955 -1.95743
H: -3.82824 -2.01552 -0.32385
C: -2.03354 0.23421 3.44037
N: -1.40450 1.23140 2.81930
Se: 5.60457 -2.20842 -0.92626
C: 3.51947 1.58690 2.21668
C: 5.78827 1.99468 2.95342
Pb: 0.57800 -0.72245 0.20355
Cl: -4.14990 -1.33587 4.06921
Br: 3.88787 2.24939 5.01492
C: -0.07185 3.54189 -1.70630
I: 1.46610 1.39145 2.57091
C: -3.62360 -2.14185 -2.80640
H: 3.29589 1.21943 0.11993
C: 2.20017 -3.63229 3.53470
C: -1.18628 -1.71827 -4.06446

=====

Entry 5:
The following is a DFT calculation (ωB97M-V with the def2-TZVPD basis set) of a 2-piece molecular cluster, C2H8N3O2 overall in a non-equilibrium geometry.

## Properties
Total charge: +1
Strongest force on any atom (eV/Å): 5.27
ΔE to the lowest compared entry with this formula, charge and spin (kcal/mol): 3.7
Calculated total energy (eV): -10763.503

Cartesian coordinates (Å):
N: 3.39765 0.28050 -0.12647
H: -3.54020 0.98917 -0.39955
H: -0.20213 0.72109 0.00687
H: -0.53891 -1.11498 0.84347
H: 3.32478 1.27552 0.09738
H: 4.28868 -0.12476 -0.42219
C: -1.95117 -0.10796 0.11305
O: 1.18746 -0.41905 0.19524
C: 2.38391 -0.56443 -0.03660
H: -1.52678 1.91483 0.09670
O: -1.39336 -1.25012 0.40696
H: 2.84167 -1.63201 -0.36721
H: -3.90056 -0.88728 -0.27620
N: -3.23853 -0.01863 -0.19735
N: -1.13251 0.93813 0.06592